Entry from the Open Molecules 2025 dataset: a 11-piece molecular cluster, C28H41FN11O overall at a distorted geometry (wB97M-V/def2-TZVPD).

Structure (XYZ):
```
82
Properties=species:S:1:pos:R:3:lowdin_charge:R:1
C -2.327 1.952 0.123 0.040
C -1.909 1.434 -0.888 -0.196
C -1.317 0.663 -1.991 -0.323
C -1.936 -0.762 -1.866 -0.136
C -1.785 -1.308 -0.457 -0.501
O -2.661 -1.398 0.338 0.086
F -0.534 -1.739 -0.091 0.052
N 0.145 0.565 -1.726 -0.073
C 0.877 1.518 -2.570 -0.273
C 2.345 1.060 -2.656 -0.262
C 3.121 1.341 -1.329 -0.107
H -2.336 2.443 1.065 -0.017
H -1.470 -1.464 -2.564 0.062
H -3.002 -0.702 -2.082 0.100
H 0.439 -0.381 -1.931 0.075
H 0.421 1.531 -3.559 0.047
H 0.849 2.505 -2.086 0.105
H 2.385 -0.004 -2.841 0.041
H 2.807 1.585 -3.497 0.088
H 3.609 0.415 -1.020 0.056
H 3.865 2.125 -1.505 0.053
H 2.449 1.706 -0.550 0.057
C -1.752 -3.440 2.981 -0.065
C -0.673 -4.324 3.425 -0.272
N 0.180 -5.012 3.770 0.120
H -2.115 -2.853 3.823 0.083
H -1.389 -2.764 2.206 0.055
H -2.574 -4.028 2.578 0.081
C -0.011 5.255 -4.159 -0.065
C 0.263 3.990 -4.842 -0.271
N 0.485 2.991 -5.359 0.141
H 0.135 5.131 -3.087 0.081
H 0.662 6.027 -4.527 0.073
H -1.041 5.556 -4.344 0.069
C -0.301 -1.631 -4.917 -0.073
C 1.104 -1.224 -4.914 -0.253
N 2.198 -0.880 -4.864 0.141
H -0.937 -0.757 -4.761 0.052
H -0.555 -2.095 -5.869 0.078
H -0.478 -2.345 -4.117 0.028
C 2.152 -2.786 6.076 -0.070
C 1.506 -1.826 6.976 -0.312
N 0.999 -1.076 7.683 0.129
H 1.402 -3.267 5.449 0.049
H 2.872 -2.275 5.439 0.072
H 2.670 -3.546 6.656 0.083
C 2.959 0.976 5.570 -0.074
C 3.705 1.146 4.320 -0.278
N 4.291 1.281 3.343 0.130
H 3.623 1.113 6.418 0.052
H 2.155 1.710 5.625 0.084
H 2.532 -0.022 5.615 0.028
C -1.946 0.750 -8.080 -0.065
C -2.640 0.470 -6.822 -0.271
N -3.168 0.263 -5.825 0.156
H -2.125 -0.056 -8.789 0.076
H -2.311 1.685 -8.501 0.079
H -0.876 0.836 -7.897 0.081
C -5.071 1.843 -3.159 -0.076
C -4.278 3.051 -3.409 -0.285
N -3.674 4.003 -3.622 0.120
H -5.758 1.678 -3.988 0.071
H -4.413 0.980 -3.064 0.053
H -5.645 1.957 -2.241 0.076
C -2.434 -4.361 -0.738 -0.064
C -1.923 -4.377 -2.110 -0.254
N -1.511 -4.380 -3.181 0.143
H -1.611 -4.208 -0.042 0.072
H -3.152 -3.552 -0.621 0.075
H -2.920 -5.310 -0.515 0.083
C 4.765 0.674 9.499 -0.062
C 4.769 -0.342 8.444 -0.274
N 4.771 -1.133 7.614 0.156
H 3.740 0.951 9.737 0.085
H 5.246 0.280 10.392 0.080
H 5.305 1.557 9.163 0.083
C -0.108 0.306 3.071 -0.051
C -0.397 1.680 3.488 -0.285
N -0.631 2.761 3.795 0.120
H -0.742 -0.386 3.623 0.069
H -0.304 0.199 2.003 0.073
H 0.937 0.072 3.268 0.066
```

Computed properties:
Kohn-Sham gap: 4.35 eV
net charge: -1
energy: -1868.78361 Ha